No. 1
This record from the OMol25 dataset describes an isolated molecule of C3H5NO2. The level of theory is wB97M-V/def2-TZVPD.

Last column: natural (NBO) charge in e.
CARTESIAN COORDINATES (ANGSTROEM)
N1 -1.85751 -0.39480 0.07583  -0.79
C1 -0.62660 0.15898 0.09084  0.58
O1 -0.66573 1.50026 0.05894  -0.65
C2 0.53513 -0.56099 0.11549  -0.56
C3 1.80037 -0.03141 -0.30522  0.38
O2 2.84055 -0.66173 -0.38784  -0.57
H1 -1.91400 -1.39031 0.21158  0.41
H2 -2.65251 0.17965 0.30373  0.41
H3 0.50769 -1.61737 0.32207  0.23
H4 0.25360 1.77506 0.13500  0.49
H5 1.77901 1.04265 -0.62041  0.07

Forces on atoms 1 to 2 (eV/Å):
N 0.030 0.035 0.159
C 0.119 -0.237 0.045

The spin multiplicity is 1. The gap between HOMO and LUMO is 9.31 eV. As for the SMILES: N/C(O)=C/C=O. For the electronic energy, the calculation gives -322.534339 Eh. Its highest occupied orbital energy is -8.728 eV. As for the net charge: 0.

***

No. 2
This record from the OMol25 dataset describes a 2-piece molecular cluster, C3H5NO2 overall. The level of theory is wB97M-V/def2-TZVPD.

Last column: natural (NBO) charge in e.
CARTESIAN COORDINATES (ANGSTROEM)
C1 -0.36475 0.60170 -0.53246  0.12
C2 0.97556 -0.99496 0.58641  0.27
C3 -1.52143 0.56923 0.12966  -0.51
O1 0.49414 1.64989 -0.38780  -0.26
O2 1.78609 1.34745 -0.88437  -0.43
N1 0.56350 -2.04718 0.86674  -0.71
H1 2.16066 0.78657 -0.18321  0.47
H2 0.04360 -2.89931 0.94310  0.45
H3 -0.15069 -0.10519 -1.35423  0.20
H4 -2.27548 -0.15362 -0.12597  0.21
H5 -1.71121 1.24541 0.94214  0.21

Forces on atoms 1 to 2 (eV/Å):
C -1.099 0.045 -1.200
C 0.852 -0.753 0.774

The spin multiplicity is 1. The gap between HOMO and LUMO is 9.58 eV. For the electronic energy, the calculation gives -322.353745 Eh. Its highest occupied orbital energy is -8.809 eV. As for the net charge: 0.

***

No. 3
This record from the OMol25 dataset describes an isolated molecule of C3H5NO2S. The level of theory is wB97M-V/def2-TZVPD.

Last column: natural (NBO) charge in e.
CARTESIAN COORDINATES (ANGSTROEM)
C1 -1.61106 2.18618 2.01961  -0.27
C2 0.62350 -0.07568 0.55036  -0.10
C3 0.35112 -0.68050 -0.71049  0.22
H1 -2.46473 2.92166 1.51697  0.21
H2 -1.96076 1.40971 2.86424  0.20
H3 -0.77246 2.86077 2.36701  0.20
H4 1.53808 -0.24085 1.06361  0.23
H5 -0.75988 -1.21288 -2.07778  0.51
N1 -0.08829 0.62047 1.40647  -0.04
O1 -1.20887 1.31213 0.98448  -0.38
O2 -0.76132 -0.43647 -1.31789  -0.62
S1 1.53862 -1.60418 -1.50431  -0.16

Forces on atoms 1 to 2 (eV/Å):
C -1.919 0.374 0.981
C -1.715 1.501 2.777

The spin multiplicity is 1. The gap between HOMO and LUMO is 8.12 eV. As for the SMILES: CO/N=C\C(O)=S. For the electronic energy, the calculation gives -720.597417 Eh. Its highest occupied orbital energy is -9.171 eV. As for the net charge: 0.

***

No. 4
This record from the OMol25 dataset describes an isolated molecule of C3H5NO2S. The level of theory is wB97M-V/def2-TZVPD.

Last column: natural (NBO) charge in e.
CARTESIAN COORDINATES (ANGSTROEM)
C1 1.43882 -1.17027 0.33023  -0.86
C2 0.32282 1.33913 -0.26330  0.53
C3 -1.67706 -0.13867 -0.25261  0.53
H1 2.37250 -1.92219 0.15281  0.26
H2 0.30372 -1.64198 0.21385  0.27
H3 1.46926 -0.86753 1.52078  0.22
H4 -1.45505 1.86855 0.19304  0.42
H5 -2.82257 -0.09903 -0.16040  0.15
N1 -0.91081 0.94107 0.19808  -0.68
O1 0.48212 2.52327 -0.32856  -0.57
O2 -1.19778 -1.04911 -0.91318  -0.56
S1 1.67403 0.21677 -0.69074  0.28

Forces on atoms 1 to 2 (eV/Å):
C -1.215 -2.749 3.649
C 1.662 -0.621 -0.162

The spin multiplicity is 1. The gap between HOMO and LUMO is 9.80 eV. As for the SMILES: CSC(=O)NC=O. For the electronic energy, the calculation gives -720.697870 Eh. Its highest occupied orbital energy is -9.237 eV. As for the net charge: 0.

***

No. 5
This record from the OMol25 dataset describes an isolated molecule of C3H5NO2S. The level of theory is wB97M-V/def2-TZVPD.

Last column: natural (NBO) charge in e.
CARTESIAN COORDINATES (ANGSTROEM)
C1 -2.30260 -0.03516 -0.07109  -0.26
C2 -0.00348 -0.39022 -0.11284  0.35
C3 2.32898 0.06068 0.17872  -0.20
H1 -2.25266 0.63523 0.76580  0.19
H2 -2.28147 0.53694 -0.98569  0.20
H3 -3.21229 -0.60936 -0.02370  0.20
H4 2.44413 0.10702 1.27472  0.18
H5 3.29655 0.08046 -0.33030  0.22
N1 0.20207 0.87827 -0.14073  -0.24
O1 -1.19486 -0.94083 -0.02500  -0.48
O2 1.57696 1.13070 -0.31896  -0.37
S1 1.39867 -1.45373 -0.21092  0.20

Forces on atoms 1 to 2 (eV/Å):
C 0.102 0.037 -0.099
C 0.448 0.745 0.025

The spin multiplicity is 1. The gap between HOMO and LUMO is 9.54 eV. As for the SMILES: COC1=NOCS1. For the electronic energy, the calculation gives -720.654175 Eh. Its highest occupied orbital energy is -8.830 eV. As for the net charge: 0.

***

No. 6
This record from the OMol25 dataset describes an isolated molecule of C3H5NO3. The level of theory is wB97M-V/def2-TZVPD.

Last column: natural (NBO) charge in e.
CARTESIAN COORDINATES (ANGSTROEM)
C1 1.65379 -0.43392 1.20952  -0.73
C2 0.20499 -0.05223 1.09029  0.67
C3 0.47855 0.05995 -1.39541  0.51
H1 1.87805 -0.72641 2.23596  0.26
H2 2.38074 0.33755 0.87159  0.25
H3 1.84585 -1.34041 0.55647  0.24
H4 -1.92599 0.05961 0.59175  0.50
H5 1.51483 -0.17763 -1.19558  0.13
N1 -0.23857 0.08306 -0.20976  -0.20
O1 -0.59749 0.03662 1.98846  -0.58
O2 -1.63523 0.20478 -0.37599  -0.51
O3 -0.02320 0.23648 -2.48976  -0.52

Forces on atoms 1 to 2 (eV/Å):
C 1.026 -0.854 -0.489
C 0.458 -0.258 -0.661

The spin multiplicity is 1. The gap between HOMO and LUMO is 10.55 eV. As for the SMILES: CC(=O)N(O)C=O. For the electronic energy, the calculation gives -397.742506 Eh. Its highest occupied orbital energy is -10.122 eV. As for the net charge: 0.

***

No. 7
This record from the OMol25 dataset describes an isolated molecule of C3H5NO3. The level of theory is wB97M-V/def2-TZVPD.

Last column: natural (NBO) charge in e.
CARTESIAN COORDINATES (ANGSTROEM)
O1 1.26977 0.14410 -1.96969  -0.55
C1 0.78148 0.44078 -0.90219  0.70
N1 0.46744 -0.69574 -0.10114  -0.69
C2 -0.42829 -0.89138 0.94953  0.89
O2 -0.10388 -2.09804 1.49114  -0.71
O3 -1.26952 -0.16197 1.36917  -0.59
C3 -0.02074 1.63679 -0.53455  -0.74
H1 0.99234 -1.52317 -0.34780  0.42
H2 -0.90360 -2.59256 1.70573  0.50
H3 0.47888 2.43829 -1.11014  0.24
H4 -0.27023 1.77361 0.51269  0.26
H5 -0.99367 1.52929 -1.06275  0.26

Forces on atoms 1 to 2 (eV/Å):
O 0.999 1.481 0.477
C -2.969 -2.938 -0.375

The spin multiplicity is 1. The gap between HOMO and LUMO is 11.05 eV. As for the SMILES: CC(=O)NC(=O)O. For the electronic energy, the calculation gives -397.816157 Eh. Its highest occupied orbital energy is -10.571 eV. As for the net charge: 0.

***

No. 8
This record from the OMol25 dataset describes an isolated molecule of C3H5NO3. The level of theory is wB97M-V/def2-TZVPD.

Last column: natural (NBO) charge in e.
CARTESIAN COORDINATES (ANGSTROEM)
C1 1.28718 -0.99413 0.32356  -0.05
C2 -1.29863 1.17182 -0.74720  -0.72
C3 0.02606 0.79645 -0.05841  0.80
O1 0.54627 -0.29072 -0.68258  -0.50
N1 0.50554 -1.83547 1.38143  0.16
O2 -0.66591 -2.04180 1.09563  -0.26
O3 0.51563 1.48759 0.82116  -0.57
H1 1.99829 -0.36560 0.86954  0.22
H2 1.88618 -1.73722 -0.21199  0.21
H3 -1.07285 1.34677 -1.80173  0.24
H4 -1.69540 2.09614 -0.32049  0.23
H5 -2.03235 0.36617 -0.66890  0.24

Forces on atoms 1 to 2 (eV/Å):
C 0.705 -1.146 -0.333
C 0.630 0.181 0.313

The spin multiplicity is 1. The gap between HOMO and LUMO is 9.27 eV. As for the SMILES: CC(=O)OCN=O. For the electronic energy, the calculation gives -397.694791 Eh. Its highest occupied orbital energy is -9.814 eV. As for the net charge: 0.

***

No. 9
This record from the OMol25 dataset describes a 2-piece molecular cluster, C3H5NO3 overall. The level of theory is wB97M-V/def2-TZVPD.

Last column: natural (NBO) charge in e.
CARTESIAN COORDINATES (ANGSTROEM)
C1 0.63730 -0.07517 1.58841  -0.35
C2 0.27503 -0.85951 0.55531  -0.32
C3 -0.87004 -0.66129 -0.25845  0.24
N1 0.43807 0.74332 -1.72963  0.46
O1 1.11544 0.28782 -2.60419  -0.35
O2 0.28358 1.86421 -1.32548  -0.38
O3 -1.77569 0.29057 -0.06409  -0.62
H1 1.53092 -0.27419 2.15077  0.21
H2 0.06463 0.78381 1.90141  0.18
H3 0.88876 -1.70745 0.28790  0.23
H4 -1.17010 -1.39713 -0.98699  0.20
H5 -1.41790 1.00501 0.48505  0.50

Forces on atoms 1 to 2 (eV/Å):
C -0.178 -0.148 -0.222
C 0.154 0.053 0.476

The spin multiplicity is 1. The gap between HOMO and LUMO (spin up / spin down) is 8.42 / 6.65 eV. For the electronic energy, the calculation gives -397.607100 Eh. Its highest occupied orbital energy (spin up / spin down) is -9.028 / -7.748 eV. As for the net charge: 0.

***

No. 10
This record from the OMol25 dataset describes C3H5NO3 as an isolated structure. The level of theory is wB97M-V/def2-TZVPD.

Last column: natural (NBO) charge in e.
CARTESIAN COORDINATES (ANGSTROEM)
C1 -0.70509 -0.30036 1.06733  -0.46
C2 -0.29295 1.34016 -1.04681  0.64
C3 1.20505 -1.19524 -0.13680  0.49
H1 -0.91383 0.96654 1.56091  0.21
H2 -1.64907 -0.39857 0.29209  0.26
H3 -0.32074 -0.99927 1.87365  0.23
H4 -0.05195 2.25986 -1.45284  0.13
H5 0.89207 -2.13778 0.25263  0.15
N1 0.37183 -0.18456 0.23589  -0.20
O1 0.50790 1.17812 -0.01185  -0.30
O2 -1.07652 0.54055 -1.55659  -0.56
O3 2.03330 -1.06945 -1.07761  -0.59

Forces on atoms 1 to 2 (eV/Å):
C -3.847 2.285 1.938
C -2.107 -1.496 -2.934

The spin multiplicity is 1. The gap between HOMO and LUMO is 10.50 eV. For the electronic energy, the calculation gives -397.633363 Eh. Its highest occupied orbital energy is -9.853 eV. As for the net charge: 0.

***

Going through the records in order, we get ΔE to the lowest compared entry with this formula, charge and spin values of 1.0883, 6.0025, 4.0567, 1.3232, 2.5122, 2.5629, 0.5588, 3.8613, 6.2475, 5.5328 eV.